# 1
ORCA calculation (ωB97M-V/def2-TZVPD) on a 2-piece molecular cluster, C10H8FN3S overall in a non-equilibrium geometry.

- E_HOMO (alpha / beta): -0.36701 / -0.34834 Ha
- LUMO energy (alpha / beta): -2.7168 / -2.6634 eV
- Energy relative to the best compared isomer or geometry (same formula, charge and spin): 186.0 kJ/mol

```
23
Properties=species:S:1:pos:R:3:nbo_charge:R:1
C -4.0221 0.3886 -0.4859 0.22
C 1.8865 -0.2163 0.1880 -0.28
C -0.4094 0.2335 -0.1798 -0.22
C 0.8623 0.7476 0.0565 0.17
C 1.6617 -1.5466 0.0949 0.24
C -0.5302 -1.1191 -0.2650 0.12
C -1.6830 0.8710 -0.3737 0.25
C -2.7603 -0.1708 -0.3379 -0.09
C 1.1112 2.2959 0.1584 -0.66
C 2.7591 -2.5647 0.1603 -0.65
N -4.9467 1.0762 -0.6409 -0.19
N 0.4353 -2.0567 -0.1304 -0.44
N -1.8233 2.0960 -0.4815 -0.51
F -2.9144 0.0734 1.9470 -0.59
S -2.1779 -1.7635 -0.4846 0.61
H 2.9280 0.1153 0.2146 0.22
H 1.9412 2.2044 0.9075 0.23
H 1.4481 2.5582 -0.8807 0.24
H 0.1309 2.7519 0.4921 0.27
H 2.5107 -3.3056 -0.6392 0.24
H 3.7670 -2.0009 0.0595 0.22
H 2.5631 -3.1047 1.1825 0.25
H -2.7376 2.4370 -0.5618 0.37
```

# 2
ORCA calculation (ωB97M-V/def2-TZVPD) on an isolated molecule of C10H8FNO2 in a non-equilibrium geometry.

- E_HOMO: -0.35554 Ha
- LUMO energy: -1.2113 eV
- Energy relative to the best compared isomer or geometry (same formula, charge and spin): 397.3 kJ/mol

```
22
Properties=species:S:1:pos:R:3:nbo_charge:R:1
C -0.2458 3.3498 1.1984 -0.62
C -0.5517 2.6652 -0.2401 -0.45
C -0.3584 1.0731 -0.0505 0.04
C -0.6089 0.3901 1.3483 -0.22
C -0.3957 -1.1593 1.5139 -0.16
C 0.0161 -1.9591 0.2591 -0.15
C 0.2173 -1.2718 -1.1257 -0.10
C 0.0617 0.2523 -1.3247 -0.19
C 0.5760 -2.4511 -2.1309 0.64
O 0.4309 -2.4765 -3.3766 -0.46
N 1.0733 -3.5573 -1.2763 -0.15
F 2.3982 -3.2147 -1.0270 -0.22
C 0.3165 -3.5008 0.0206 0.64
O 0.0688 -4.5173 0.6965 -0.46
H 0.7152 2.8538 1.5962 0.22
H -1.0643 3.0846 1.9631 0.21
H -0.0880 4.4758 1.1178 0.23
H -1.5917 2.9276 -0.6484 0.24
H 0.2792 3.0421 -0.9512 0.23
H -0.9409 0.9844 2.2741 0.24
H -0.5562 -1.7056 2.5079 0.25
H 0.2484 0.7150 -2.3446 0.25
```

> Number 1 is which compound?

C10H8FN3S